# C4H7CoLiO2

A structure of composition C4H7CoLiO2 at a distorted geometry (ωB97M-V/def2-TZVPD, OMol25).

As for the spin multiplicity: 6. As for the energy above the lowest of the compared OMol25 structures with the same formula, charge and spin: 0.00 kJ/mol. The value obtained for the orbital gap (spin up / spin down) is 6.72 / 8.51 eV. Its total energy is -46166.495 eV. Its charge is +2. The largest force on an atom comes out at 0.0664 Eh/bohr. The value obtained for the HOMO energy (spin up / spin down) is -14.55 / -18.69 eV.

XYZ file:
```
15
C4H7CoLiO2 | OMol25 | ωB97M-V/def2-TZVPD
H -0.9305 -0.6677 -1.4308
C 0.9868 0.9993 -0.4956
H 1.9792 1.8479 1.2320
H 2.5572 2.8741 -0.6759
Co -1.7321 -3.5020 -0.3771
H 0.4982 -0.2181 1.2681
Li 1.1911 4.8354 -0.5855
O -0.9418 -1.9624 0.1120
C 0.0095 0.2053 0.3816
H 1.8230 0.3530 -0.8084
O 0.8819 3.2862 0.2688
H -0.7952 0.8854 0.7162
H 0.4970 1.3551 -1.4141
C 1.5912 2.1820 0.2434
C -0.6705 -0.8702 -0.3742
```

These are the Mulliken partial charges, in e, on atoms 1 to 5: atom 1 (H): 0.39, atom 2 (C): -0.59, atom 3 (H): 0.37, atom 4 (H): 0.16, atom 5 (Co): 0.60

---

# C4H7F

An isolated molecule of C4H7F at a distorted geometry (ωB97M-V/def2-TZVPD, OMol25).

As for the spin multiplicity: 1. As for the energy above the lowest of the compared OMol25 structures with the same formula, charge and spin: 42.32 kJ/mol. The value obtained for the orbital gap is 10.59 eV. Its total energy is -6977.754 eV. Its charge is 0. The largest force on an atom comes out at 0.0760 Eh/bohr. The value obtained for the HOMO energy is -9.41 eV.

XYZ file:
```
12
C4H7F | OMol25 | ωB97M-V/def2-TZVPD
C -1.4171 -0.4327 0.0589
H 1.3137 0.8974 -1.2582
C -0.2234 0.4268 0.0303
H -1.8364 -0.6019 1.0485
H 1.0474 -0.9583 -1.2685
H -2.1672 0.1009 -0.5508
C 1.0331 0.0073 -0.7466
C 1.1362 0.0947 0.6978
H 1.2130 -0.7874 1.3412
F -0.4879 1.7398 -0.0169
H -1.2654 -1.4001 -0.4536
H 1.6539 0.9134 1.1179
```

These are the Mulliken partial charges, in e, on atoms 1 to 5: atom 1 (C): -1.18, atom 2 (H): 0.27, atom 3 (C): 0.85, atom 4 (H): 0.26, atom 5 (H): 0.25

---

# C4H7F2N2

A cluster of 2 separate species, C4H7F2N2 in total at a distorted geometry (ωB97M-V/def2-TZVPD, OMol25).

As for the spin multiplicity: 1. As for the energy above the lowest of the compared OMol25 structures with the same formula, charge and spin: 431.75 kJ/mol. The value obtained for the orbital gap (spin up / spin down) is 8.40 / 8.96 eV. Its total energy is -12664.948 eV. Its charge is +1. The largest force on an atom comes out at 0.0663 Eh/bohr. The value obtained for the HOMO energy (spin up / spin down) is -14.28 / -14.60 eV.

XYZ file:
```
15
C4H7F2N2 | OMol25 | ωB97M-V/def2-TZVPD
C 0.0576 1.6342 0.3668
H -0.6406 1.9385 1.1338
H -0.9041 0.4707 -1.8444
H 2.1510 0.8719 0.4258
H -1.2145 -2.5753 0.2632
C 0.8475 2.2309 -0.7723
N -1.0566 -0.5553 -1.4741
H 2.0410 2.5000 1.0917
N -0.9207 -1.7011 0.6717
F 0.5424 3.5280 -1.1333
C 1.5907 1.7996 0.4766
H -0.2710 -1.5361 1.5067
F 1.0704 1.5138 -1.9061
H -1.2578 -1.4108 -2.0777
C -0.8055 -0.6971 -0.2017
```

These are the Mulliken partial charges, in e, on atoms 1 to 5: atom 1 (C): -0.40, atom 2 (H): 0.38, atom 3 (H): 0.30, atom 4 (H): 0.24, atom 5 (H): 0.25

---

# C4H7F2NO2

A cluster of 2 separate species, C4H7F2NO2 in total at a distorted geometry (ωB97M-V/def2-TZVPD, OMol25).

As for the spin multiplicity: 1. As for the energy above the lowest of the compared OMol25 structures with the same formula, charge and spin: 38.32 kJ/mol. The value obtained for the orbital gap is 10.81 eV. Its total energy is -15281.199 eV. Its charge is 0. The largest force on an atom comes out at 0.1085 Eh/bohr. The value obtained for the HOMO energy is -10.22 eV.

XYZ file:
```
16
C4H7F2NO2 | OMol25 | ωB97M-V/def2-TZVPD
O -1.6549 2.4150 0.0066
F -3.4248 -1.3929 -0.7725
N 0.6804 -0.1097 -0.2672
H 2.5254 -0.3481 -1.0445
H 1.0587 1.6211 0.7849
C -0.4297 -0.7149 0.2877
C -0.9698 1.4096 0.0435
H 2.5879 -0.1773 0.6501
H 0.8482 1.7985 -1.0840
C 0.5162 1.3153 -0.1270
F -0.3051 -1.1220 1.6861
H -3.2313 -0.8303 -0.0631
H -0.7822 -1.6990 -0.2256
H 1.9505 -1.7622 -0.0198
C 2.0862 -0.6098 -0.1669
O -1.4557 0.2069 0.3117
```

These are the Mulliken partial charges, in e, on atoms 1 to 5: atom 1 (O): -0.57, atom 2 (F): -0.40, atom 3 (N): -0.06, atom 4 (H): 0.33, atom 5 (H): 0.30